(1)
DFT (wB97M-V/def2-TZVPD) results for a 12-piece molecular cluster, C62H92N10O15 overall in a non-equilibrium geometry.

Its SMILES is O=[N+]([O-])c1ccccc1.O=[N+]([O-])c1ccccc1.O=[N+]([O-])c1ccccc1.O=[N+]([O-])c1ccccc1.O=[N+]([O-])c1ccccc1.COC[C@H](C)N.COC[C@H](C)N.COC[C@H](C)N.COC[C@H](C)N.COC[C@H](C)N.c1ccccc1.c1ccccc1. The calculation puts the gap between HOMO and LUMO at 0.297 hartree. The energy above the lowest of the compared OMol25 structures with the same formula, charge and spin comes out at 0.00 kJ/mol. The highest occupied orbital energy comes out at -8.89 eV.

Each line ends with the Löwdin charge.
Element x y z (Å)
O1 -6.93879 3.34849 31.41218  0.082
N1 -5.78967 3.73808 31.46659  -0.336
O2 -5.35925 4.63257 30.77454  0.054
C1 -4.83036 2.97175 32.24168  -0.161
C2 -5.13552 1.71844 32.76910  -0.014
C3 -4.19870 0.94409 33.42862  -0.056
C4 -2.99807 1.56476 33.75236  -0.075
C5 -2.68075 2.85804 33.37708  -0.040
C6 -3.60996 3.53515 32.57339  0.004
H1 -6.10672 1.33018 32.47578  0.120
H2 -4.41639 -0.08618 33.65997  0.109
H3 -2.22341 0.95391 34.20562  0.109
H4 -1.67807 3.22003 33.54098  0.109
H5 -3.36329 4.52088 32.19668  0.117
O3 -6.23802 4.82821 34.68252  0.051
N2 -7.04669 3.98071 35.03715  -0.337
O4 -6.76737 2.97456 35.63518  0.095
C7 -8.41920 4.23614 34.59016  -0.162
C8 -9.45878 3.57640 35.19463  0.003
C9 -10.76346 3.84108 34.74049  -0.074
C10 -11.00187 4.76674 33.76832  -0.073
C11 -9.91735 5.42214 33.13254  -0.035
C12 -8.63864 5.17474 33.57313  -0.002
H6 -9.33266 2.93751 36.05677  0.120
H7 -11.58490 3.37062 35.26591  0.107
H8 -12.01767 5.00585 33.48087  0.101
H9 -10.12183 6.18027 32.38911  0.097
H10 -7.79657 5.59591 33.04984  0.087
O5 -7.88907 13.09157 34.34769  0.058
N3 -6.90049 13.79494 34.21101  -0.329
O6 -6.68955 14.75674 34.93373  0.061
C13 -5.91074 13.43105 33.21233  -0.170
C14 -6.15109 12.44955 32.26702  -0.011
C15 -5.15611 12.09383 31.39310  -0.046
C16 -3.97150 12.82375 31.33480  -0.048
C17 -3.73217 13.79517 32.30888  -0.068
C18 -4.68632 14.07959 33.27134  -0.025
H11 -7.11193 11.95712 32.30752  0.091
H12 -5.26644 11.27025 30.69829  0.113
H13 -3.15150 12.57884 30.67432  0.110
H14 -2.74450 14.23692 32.28990  0.109
H15 -4.46180 14.81299 34.03208  0.122
O7 0.05151 9.85262 33.32326  0.070
N4 -1.07385 9.47471 33.62778  -0.334
O8 -1.47876 8.36217 33.33488  0.054
C19 -2.03504 10.40719 34.22948  -0.144
C20 -3.31856 9.95064 34.47705  0.009
C21 -4.19019 10.85864 35.05372  -0.053
C22 -3.76001 12.09597 35.52693  -0.078
C23 -2.48060 12.54993 35.23701  -0.063
C24 -1.65887 11.71114 34.48313  -0.007
H16 -3.70224 8.96734 34.25617  0.101
H17 -5.19618 10.58363 35.35146  0.099
H18 -4.44557 12.65945 36.14927  0.110
H19 -2.06236 13.52014 35.46322  0.112
H20 -0.67438 12.05882 34.19837  0.120
O9 -10.32635 10.02746 29.36428  0.080
N5 -10.97406 9.40905 30.17621  -0.340
O10 -11.22416 9.81238 31.29514  0.059
C25 -11.43292 8.04582 29.87451  -0.141
C26 -10.89600 7.37007 28.77029  0.012
C27 -11.44403 6.13665 28.44392  -0.064
C28 -12.33633 5.50205 29.28348  -0.075
C29 -12.83073 6.14633 30.39583  -0.070
C30 -12.32631 7.39859 30.70741  -0.019
H21 -10.13383 7.85745 28.17881  0.118
H22 -11.04630 5.58181 27.60369  0.111
H23 -12.62636 4.48369 29.05458  0.112
H24 -13.61182 5.69783 30.99336  0.111
H25 -12.74890 7.94518 31.54322  0.122
C31 0.45148 6.33294 35.37096  -0.093
O11 -0.36376 5.35427 36.00461  -0.209
C32 -0.93401 5.72617 37.24390  -0.210
C33 -2.44197 5.90898 37.12941  -0.406
C34 -2.81776 6.90583 36.02428  -0.058
N6 -3.03299 6.37823 38.39363  0.055
H26 0.58908 5.97859 34.35042  0.092
H27 1.37340 6.45534 35.94029  0.091
H28 -0.10975 7.26421 35.25141  0.058
H29 -0.62399 4.95881 37.96240  0.125
H30 -0.41297 6.61752 37.62818  0.124
H31 -2.87834 4.94656 36.84799  0.138
H32 -3.89621 7.03937 36.04008  0.068
H33 -2.35931 6.59709 35.08188  0.068
H34 -2.26847 7.82874 36.24913  0.081
H35 -3.92220 6.80384 38.15199  0.013
H36 -2.53057 7.19779 38.73330  0.072
C35 -9.88631 13.76907 40.45909  -0.123
O12 -9.57269 12.49568 39.97957  -0.173
C36 -9.12828 12.46831 38.65682  -0.216
C37 -8.27153 11.22238 38.41202  -0.398
C38 -7.78965 11.12343 36.95112  -0.054
N7 -8.93972 9.95026 38.69346  0.069
H37 -9.00275 14.40040 40.59819  0.089
H38 -10.44051 13.76916 41.39943  0.085
H39 -10.59594 14.25743 39.77415  0.089
H40 -9.93245 12.45405 37.91146  0.112
H41 -8.48238 13.31421 38.38683  0.131
H42 -7.37213 11.25446 39.03181  0.118
H43 -7.24546 10.17427 36.92289  0.057
H44 -7.13949 11.93202 36.60798  0.061
H45 -8.53726 11.01925 36.16143  0.060
H46 -9.22987 9.89059 39.66517  0.080
H47 -9.80043 9.97450 38.14109  0.033
C39 -9.19585 13.23266 31.00199  -0.105
O13 -8.37183 14.32980 31.32945  -0.203
C40 -9.01760 15.37216 32.03210  -0.210
C41 -7.99681 16.46317 32.27699  -0.451
C42 -8.46978 17.46476 33.31146  -0.053
N8 -7.66739 17.16725 31.03700  0.039
H48 -9.74155 12.81143 31.85402  0.082
H49 -8.61853 12.46855 30.48713  0.080
H50 -9.95647 13.61930 30.31056  0.094
H51 -9.91573 15.74066 31.52146  0.135
H52 -9.33784 14.98404 33.00962  0.121
H53 -7.10142 15.90404 32.58129  0.116
H54 -9.50554 17.78409 33.18406  0.081
H55 -7.83839 18.34954 33.34664  0.076
H56 -8.46502 16.91890 34.26153  0.073
H57 -7.41980 16.52848 30.28984  0.068
H58 -6.87319 17.77303 31.20135  0.066
C43 -2.03347 3.50013 24.27083  -0.112
O14 -2.31232 4.79739 24.78517  -0.200
C44 -2.97999 4.69792 26.04954  -0.223
C45 -3.12656 6.04119 26.74319  -0.430
C46 -4.02047 5.80664 27.97328  -0.082
N9 -3.83086 7.03392 25.90847  0.038
H59 -2.96164 3.12019 23.83893  0.088
H60 -1.60408 2.79778 24.99037  0.083
H61 -1.24827 3.64900 23.52927  0.087
H62 -3.98983 4.31296 25.83495  0.127
H63 -2.47462 3.94264 26.65880  0.122
H64 -2.14901 6.42884 27.03858  0.139
H65 -5.00266 5.44571 27.67592  0.079
H66 -4.07851 6.78171 28.46505  0.078
H67 -3.55641 5.19914 28.75173  0.072
H68 -4.78531 6.66726 25.88793  0.064
H69 -3.54386 6.88001 24.93936  0.066
C47 -5.02492 9.52590 38.77348  -0.116
O15 -5.52065 8.43698 38.05258  -0.219
C48 -6.14771 7.41078 38.81875  -0.205
C49 -6.76001 6.36699 37.90264  -0.421
C50 -7.63516 7.01219 36.81890  -0.037
N10 -7.41661 5.38463 38.77852  0.053
H70 -5.72638 9.90344 39.53086  0.081
H71 -4.96379 10.35422 38.06688  0.074
H72 -4.08842 9.36094 39.31534  0.087
H73 -5.32704 6.97942 39.39979  0.109
H74 -6.90680 7.75934 39.52664  0.124
H75 -5.99027 5.77683 37.39341  0.125
H76 -7.06561 7.50140 36.03841  0.055
H77 -8.38205 7.63521 37.32229  0.066
H78 -8.27421 6.24260 36.37171  0.059
H79 -8.37558 5.68773 38.93338  0.073
H80 -7.45122 4.49890 38.28767  0.060
C51 -6.42677 7.89136 33.35137  -0.096
C52 -7.35517 8.89990 33.27698  -0.077
C53 -7.85090 9.25634 32.02409  -0.122
C54 -7.58348 8.56997 30.87186  -0.078
C55 -6.62074 7.54019 30.94298  -0.059
C56 -6.07848 7.19354 32.17532  -0.094
H81 -5.82070 7.69713 34.22715  0.086
H82 -7.59805 9.60538 34.06402  0.099
H83 -8.45701 10.15058 31.89614  0.086
H84 -8.04031 8.87331 29.93957  0.090
H85 -6.33706 7.01471 30.04091  0.089
H86 -5.33360 6.42688 32.32960  0.086
C57 -11.13221 8.38769 35.64312  -0.075
C58 -11.59274 9.06736 36.76818  -0.112
C59 -11.63980 10.44876 36.85318  -0.117
C60 -11.34252 11.16116 35.68903  -0.100
C61 -10.90037 10.54196 34.53868  -0.083
C62 -10.72969 9.15034 34.55427  -0.087
H87 -11.07452 7.30828 35.66568  0.093
H88 -11.90992 8.48782 37.63068  0.107
H89 -11.97797 10.96929 37.73708  0.109
H90 -11.54303 12.22813 35.67548  0.107
H91 -10.53149 11.00695 33.63470  0.086
H92 -10.45220 8.69633 33.60968  0.079

***

(2)
DFT (wB97M-V/def2-TZVPD) results for a 15-piece molecular cluster, C62H93BF5NO25S4 overall in a non-equilibrium geometry.

As for the multiplicity: 2. The calculation puts the gap between HOMO and LUMO (alpha / beta) at 0.228 / 0.061 hartree. As for the total charge: +1. The highest occupied orbital energy (alpha / beta) comes out at -10.32 / -10.32 eV.

Each line ends with the Löwdin charge.
Element x y z (Å)
C1 -1.01345 1.03056 -1.95835  -0.071
C2 -0.91330 0.47635 -0.57564  -0.156
N1 0.26631 -0.46924 -0.22730  -0.159
C3 0.26588 -1.71710 -1.12282  0.019
C4 1.61300 0.24751 -0.40248  -0.132
C5 2.88450 -0.59730 0.02004  -0.036
C6 0.16763 -1.04461 1.26497  -0.019
C7 0.41914 -0.05294 2.42011  -0.146
O1 -0.41312 1.08687 2.26943  -0.209
C8 -0.34582 2.10022 3.23978  -0.083
H1 -1.88848 1.68047 -1.96550  0.095
H2 -1.17688 0.22478 -2.67395  0.058
H3 -0.12157 1.61833 -2.17552  0.059
H4 -1.83571 -0.01772 -0.27047  0.121
H5 -0.82278 1.31364 0.11634  0.102
H6 -0.63606 -2.30178 -0.94186  0.090
H7 1.17617 -2.29946 -0.98021  0.070
H8 0.33852 -1.40964 -2.16603  0.071
H9 1.58376 1.04325 0.34186  0.109
H10 1.74933 0.81426 -1.32351  0.080
H11 3.77473 -0.01302 0.25284  0.044
H12 3.15307 -1.11231 -0.90232  0.044
H13 2.77044 -1.35510 0.79518  0.066
H14 0.82656 -1.90780 1.35894  0.091
H15 -0.77269 -1.58351 1.38112  0.139
H16 1.44808 0.30480 2.45725  0.118
H17 0.10138 -0.50144 3.36137  0.127
H18 0.52881 2.70969 3.01247  0.078
H19 -0.22005 1.84112 4.29104  0.092
H20 -1.21599 2.73991 3.09251  0.080
O2 1.42424 0.43982 6.66448  0.104
C9 0.65791 -0.50770 6.54320  -0.365
O3 0.89311 -1.60436 5.87471  0.225
B1 -0.30328 -2.45508 5.88700  -0.902
O4 -1.18320 -1.89971 6.88302  0.249
C10 -0.76173 -0.68452 7.22480  -0.350
O5 -1.42238 0.14058 7.79716  0.153
O6 -0.96749 -2.58039 4.60111  0.224
C11 -0.87925 -3.80864 4.11918  -0.379
O7 -1.27551 -4.17021 3.04884  0.132
C12 -0.24455 -4.70634 5.21527  -0.367
O8 0.09149 -3.88439 6.15578  0.233
O9 -0.04028 -5.93296 5.13010  0.093
F1 -2.90596 2.05928 5.19746  0.043
C13 -3.82965 3.05588 5.07049  -0.250
C14 -4.11024 3.91836 6.11221  -0.026
C15 -4.99648 4.98219 5.91089  -0.061
C16 -5.52365 5.26645 4.60615  -0.102
C17 -5.34325 4.34611 3.59314  -0.102
C18 -4.41650 3.28708 3.77683  -0.009
H21 -3.66757 3.86212 7.09571  0.120
H22 -5.16890 5.61196 6.77114  0.102
H23 -6.12560 6.13569 4.38600  0.099
H24 -5.64454 4.53203 2.57281  0.101
H25 -4.11984 2.65622 2.95196  0.100
F2 -1.66372 -4.41180 -4.60082  0.049
C19 -1.10402 -3.65077 -5.59799  -0.264
C20 0.14537 -3.07027 -5.36418  -0.013
C21 0.68098 -2.25131 -6.33626  -0.091
C22 -0.00428 -2.25696 -7.55452  -0.069
C23 -1.26005 -2.86390 -7.81304  -0.042
C24 -1.74387 -3.53321 -6.76448  -0.061
H26 0.65826 -3.13056 -4.41565  0.104
H27 1.63517 -1.75796 -6.22424  0.062
H28 0.48486 -1.74887 -8.37243  0.098
H29 -1.72828 -2.91732 -8.78479  0.121
H30 -2.68100 -4.07003 -6.76166  0.136
F3 -1.00992 8.38219 0.95632  0.044
C25 -0.94267 7.54731 2.02906  -0.258
C26 0.26992 7.10560 2.53757  -0.031
C27 0.25678 6.22640 3.59478  -0.063
C28 -0.94445 5.70655 4.17857  -0.047
C29 -2.12928 6.23401 3.67857  -0.092
C30 -2.14401 7.08532 2.60617  -0.019
H31 1.18747 7.59803 2.25122  0.121
H32 1.22788 5.89502 3.93178  0.074
H33 -0.89430 4.92897 4.92641  0.098
H34 -3.06907 5.85102 4.04803  0.072
H35 -3.12141 7.36946 2.24511  0.114
F4 5.56203 -7.44813 -2.32495  0.005
C31 4.91626 -6.17777 -2.42633  -0.210
C32 3.53289 -6.22271 -2.33152  -0.022
C33 2.86531 -4.99882 -2.32994  -0.070
C34 3.58899 -3.81573 -2.42883  -0.111
C35 4.97546 -3.76343 -2.55045  -0.077
C36 5.61431 -5.00038 -2.62071  -0.021
H36 3.06157 -7.17006 -2.11524  0.127
H37 1.79154 -5.04437 -2.22332  0.109
H38 3.04670 -2.88201 -2.45055  0.063
H39 5.53555 -2.84613 -2.65659  0.093
H40 6.69069 -5.08451 -2.64786  0.120
F5 5.08008 5.77620 3.72786  0.051
C37 4.12171 5.20875 4.48754  -0.259
C38 3.38766 5.90788 5.45076  -0.034
C39 2.37715 5.26296 6.11741  -0.105
C40 2.16662 3.90961 5.91988  -0.089
C41 2.80330 3.24300 4.90278  -0.085
C42 3.81840 3.86819 4.18718  -0.003
H41 3.64689 6.93336 5.66896  0.119
H42 1.86383 5.84098 6.87160  0.115
H43 1.46607 3.39933 6.56428  0.108
H44 2.62606 2.20132 4.67941  0.087
H45 4.30206 3.35381 3.36995  0.078
C43 3.70326 -6.03800 1.25183  -0.254
S1 2.31886 -5.10006 1.94748  0.872
O10 1.86206 -4.04912 0.91771  -0.607
C44 1.02242 -6.35303 1.78086  -0.242
H46 3.48256 -6.38652 0.24291  0.032
H47 3.88002 -6.89328 1.90401  0.057
H48 4.62947 -5.46509 1.29681  0.053
H49 0.11608 -6.14094 2.34800  0.027
H50 1.38421 -7.30644 2.16586  0.060
H51 0.66931 -6.47454 0.75683  0.058
C45 -5.28145 -2.29956 -0.63510  -0.242
S2 -4.38807 -1.35355 -1.88256  0.849
O11 -2.96012 -1.85333 -1.84764  -0.585
C46 -5.16511 -2.26028 -3.30579  -0.222
H52 -4.94324 -3.32168 -0.80535  0.044
H53 -6.34798 -2.19244 -0.83293  0.061
H54 -4.89284 -2.04381 0.35064  0.063
H55 -5.09775 -1.86667 -4.32000  0.033
H56 -6.23995 -2.36859 -3.16062  0.053
H57 -4.71670 -3.24946 -3.39833  0.055
C47 4.10908 -1.00618 3.93677  -0.229
S3 5.32556 -0.25753 2.77897  0.862
O12 4.62801 1.00132 2.30516  -0.600
C48 6.54177 0.28392 4.11231  -0.219
H58 4.49667 -1.60791 4.75884  0.065
H59 3.42222 -1.52452 3.26769  0.031
H60 3.61635 -0.16987 4.43263  0.046
H61 6.19315 1.12322 4.71411  0.057
H62 7.50251 0.54046 3.66595  0.043
H63 6.59688 -0.53806 4.82604  0.042
C49 4.21002 -0.72849 -5.12756  -0.157
S4 2.91339 0.50904 -4.69364  1.105
O13 1.92928 -0.22953 -3.79421  -0.301
C50 3.86792 1.64530 -3.54702  -0.137
H64 3.87751 -1.61454 -5.66835  0.075
H65 4.59390 -1.08971 -4.17348  0.057
H66 5.00628 -0.19155 -5.64309  0.078
H67 3.89175 1.29710 -2.51440  0.066
H68 3.52332 2.67715 -3.47884  0.068
H69 4.90816 1.62583 -3.87201  0.072
C51 0.55597 4.87814 -3.78491  -0.036
O14 -0.59457 5.33345 -4.50568  0.020
C52 -1.69130 4.58316 -4.49366  -0.635
O15 -1.82543 3.54869 -3.86504  0.103
O16 -2.46014 5.05611 -5.39045  0.044
C53 -3.55671 4.36777 -5.85564  -0.039
H70 0.50182 5.13692 -2.72746  0.076
H71 1.41295 5.35739 -4.25820  0.098
H72 0.70206 3.79798 -3.78319  0.071
H73 -3.45188 3.28743 -5.75567  0.068
H74 -3.87476 4.65833 -6.85689  0.107
H75 -4.36585 4.69110 -5.20076  0.110
C54 -5.36115 -1.48183 -8.00810  -0.050
O17 -5.49532 -0.25989 -7.31779  -0.023
C55 -4.58610 0.35813 -6.48351  -0.514
O18 -4.77350 1.44871 -5.92372  0.102
O19 -3.59518 -0.47768 -6.21304  -0.028
C56 -2.59571 -0.20649 -5.23617  -0.029
H76 -5.04135 -2.24134 -7.29469  0.086
H77 -4.64193 -1.31238 -8.80941  0.094
H78 -6.27554 -1.74579 -8.53944  0.100
H79 -1.96223 0.62142 -5.55455  0.097
H80 -1.94606 -1.02818 -4.93473  0.083
H81 -3.08311 0.23113 -4.36493  0.084
C57 -2.37577 -5.17140 -1.31728  -0.036
O20 -3.51043 -5.62297 -0.55440  -0.032
C58 -3.51534 -6.04588 0.73286  -0.584
O21 -2.48221 -6.26552 1.36228  0.101
O22 -4.76477 -6.27371 1.06796  0.013
C59 -4.88481 -6.82086 2.40951  -0.008
H82 -1.98765 -6.05841 -1.81795  0.094
H83 -1.58386 -4.60650 -0.82546  0.087
H84 -2.74644 -4.54788 -2.13088  0.055
H85 -5.91065 -7.03935 2.70616  0.094
H86 -4.38272 -6.17537 3.13017  0.103
H87 -4.45520 -7.82070 2.34734  0.099
C60 4.32542 3.29387 0.35168  -0.028
O23 3.08386 3.98837 0.53723  -0.011
C61 1.97511 3.89315 -0.26375  -0.512
O24 1.84542 3.24520 -1.28750  0.077
O25 1.01572 4.46654 0.47362  0.026
C62 -0.28188 4.34676 0.06850  -0.070
H88 4.84972 3.60977 -0.55021  0.092
H89 4.05853 2.23926 0.28335  0.054
H90 4.91457 3.40293 1.26224  0.083
H91 -0.53380 5.17602 -0.59254  0.100
H92 -1.10392 4.38885 0.78305  0.106
H93 -0.50841 3.44005 -0.49245  0.078

***

DFT total energy in a.u., matching the order above: -4093.24349; -6470.56691